No. 1
Computed, not measured: a cluster of 8 separate species, C27H54O11 in total at a distorted geometry, with ωB97M-V/def2-TZVPD.

Geometry as ORCA input:
```
! RIJCOSX wB97M-V def2-TZVPD def2/J DEFGRID3
* xyz 0 1
H -22.510 -28.596 48.915
O -20.251 -23.481 42.745
H -26.090 -30.883 49.335
O -25.521 -22.523 43.777
H -27.322 -23.442 46.194
H -22.141 -19.198 50.398
O -24.565 -26.611 47.156
C -23.200 -22.899 48.764
H -20.595 -26.810 48.519
C -18.443 -25.279 42.671
H -23.147 -21.731 43.036
C -25.283 -25.719 53.547
C -19.862 -23.060 46.796
H -23.724 -22.307 47.988
H -17.646 -24.819 42.937
C -23.471 -25.935 46.858
C -19.009 -24.323 46.750
H -25.657 -27.321 51.376
H -27.417 -24.894 43.896
C -23.558 -24.436 48.703
O -24.075 -31.803 48.543
H -22.771 -27.865 50.221
H -19.957 -19.013 54.018
C -22.221 -22.187 43.306
H -26.252 -25.911 54.022
H -22.471 -22.920 44.103
H -25.586 -29.316 49.114
C -25.253 -25.321 52.129
H -25.113 -30.091 45.968
H -18.943 -25.584 43.481
H -23.059 -21.482 52.284
C -17.728 -24.303 47.704
C -26.368 -24.832 43.811
H -23.585 -22.695 49.536
O -21.362 -20.383 52.812
C -26.392 -23.348 45.892
H -23.402 -26.879 44.907
H -24.664 -24.531 48.690
C -19.861 -27.165 49.335
H -19.919 -26.458 50.056
H -23.405 -20.002 50.012
H -24.588 -26.652 53.904
C -24.700 -30.776 47.939
O -22.904 -24.992 47.549
H -22.299 -29.671 50.040
H -18.196 -26.171 42.063
H -24.983 -24.751 54.147
H -20.900 -21.932 41.512
H -25.742 -25.600 44.427
H -23.757 -29.265 46.607
C -22.410 -20.177 50.633
H -26.161 -24.965 42.755
O -22.350 -20.268 54.901
C -22.581 -20.606 52.096
O -24.716 -24.152 51.727
H -23.228 -25.024 49.574
C -20.036 -19.859 54.816
H -25.960 -24.229 46.546
C -21.239 -22.729 42.161
H -21.739 -23.485 41.599
O -19.787 -29.559 50.081
C -26.178 -23.488 44.382
H -22.849 -25.251 44.982
H -26.657 -26.080 51.006
C -20.537 -28.393 49.806
C -22.788 -26.130 45.514
H -23.478 -30.599 46.495
O -19.598 -24.367 40.726
H -21.985 -22.620 48.791
H -20.006 -19.372 55.975
H -19.536 -22.722 45.725
H -17.168 -24.882 47.047
H -19.788 -22.436 47.691
H -21.506 -21.465 43.807
H -19.351 -20.699 54.725
H -26.666 -30.040 47.853
C -22.109 -28.524 49.748
C -25.949 -30.126 48.634
H -25.271 -26.333 50.063
H -17.361 -23.177 48.044
C -25.785 -26.380 51.123
H -21.920 -20.721 49.993
C -24.201 -30.068 46.620
H -21.011 -23.419 46.823
H -17.970 -24.985 48.596
H -18.849 -27.230 48.916
C -21.394 -20.242 54.171
O -19.438 -25.398 46.011
H -23.466 -19.930 52.571
C -19.508 -24.416 41.894
H -21.918 -26.442 45.568
H -25.653 -22.544 46.151
*
```

Computed properties:
HOMO-LUMO gap = 9.78 eV
SMILES string = CCOC(C)=O.CCOC(C)=O.CCOC(C)=O.CC(C)=O.CC(C)=O.CC(C)=O.CC(C)=O.CC(C)=O
E = -1888.1611 hartree
Energy above the lowest of the compared OMol25 structures with the same formula, charge and spin = 1432.8 kJ/mol
HOMO energy = -9.70 eV
E_LUMO = 0.1 eV

Atomic partial charges in e from the Mulliken method, atoms 1 to 4: H -0.043; O -0.208; H 0.396; O -0.590

=====

No. 2
Computed, not measured: a cluster of 9 separate species, C27H54O19 in total at a distorted geometry, with ωB97M-V/def2-TZVPD.

Geometry as ORCA input:
```
! RIJCOSX wB97M-V def2-TZVPD def2/J DEFGRID3
* xyz 0 1
C -8.218 -3.241 22.549
O -7.686 0.600 15.305
H -5.307 1.207 17.099
H -7.612 -2.560 23.152
H -11.297 3.586 18.686
C -7.282 7.094 22.485
H -12.870 1.980 17.403
H -9.709 4.553 24.432
H -10.665 -2.862 23.560
H -12.411 2.486 23.626
O -5.032 0.860 19.451
H -11.865 3.140 22.108
C -5.515 -0.169 20.148
O -13.640 6.075 24.417
H -8.518 0.108 19.491
O -8.722 -5.359 23.461
O -5.832 -1.130 19.317
C -8.975 -4.176 23.485
C -4.755 2.055 20.166
C -12.482 -0.430 23.446
H -9.896 -3.120 25.140
C -9.051 1.865 22.577
H -9.402 4.612 22.046
C -11.117 0.090 21.516
H -5.981 2.833 16.797
C -5.538 5.940 23.756
O -10.515 6.188 25.440
H -6.361 -2.581 20.678
O -7.884 5.887 22.645
C -8.202 1.346 17.530
O -12.956 4.450 23.193
H -8.954 5.818 20.838
H -6.610 -3.080 18.969
H -6.008 5.822 24.731
H -7.285 0.812 23.253
H -14.531 1.795 18.082
H -7.487 -3.767 21.938
C -13.678 4.760 24.289
C -8.369 0.679 23.273
H -13.163 0.864 18.725
H -8.541 0.382 17.907
O -9.867 -0.240 21.046
C -13.464 1.824 18.304
H -9.943 0.990 19.383
H -12.941 0.530 23.670
H -13.000 7.857 27.525
H -9.896 6.238 22.271
H -9.622 2.664 20.666
O -6.016 7.088 23.062
O -7.794 8.026 21.923
H -7.913 2.833 20.964
H -10.902 -4.380 24.500
O -12.014 0.608 20.893
H -7.641 -1.836 19.624
H -12.333 -0.999 24.363
H -8.951 2.026 17.125
H -8.589 -0.295 22.838
H -10.734 4.202 25.846
C -10.198 -3.602 24.209
H -9.095 4.822 26.075
H -7.575 1.789 18.304
H -8.614 1.238 20.493
H -8.579 0.702 24.341
H -13.539 2.673 22.246
C -11.075 6.677 26.514
O -11.255 -0.359 22.782
C -9.061 5.637 21.908
H -4.716 2.857 19.428
O -11.243 6.091 27.580
H -5.600 2.357 20.785
H -12.691 9.437 26.697
C -9.977 4.871 25.436
H -14.202 7.738 25.356
H -10.059 -0.733 19.002
C -9.589 -0.005 19.660
H -14.592 6.206 26.315
C -12.249 8.568 27.179
H -11.636 8.749 28.063
O -9.900 2.541 23.201
C -13.361 2.982 19.244
H -5.648 5.004 23.206
C -11.940 3.428 19.554
O -14.324 3.524 19.726
H -5.400 1.713 15.470
C -7.287 1.179 16.304
C -8.754 2.149 21.075
C -6.635 -2.254 19.677
O -14.296 3.971 25.000
C -5.915 1.811 16.425
C -12.711 3.122 22.793
O -11.401 7.925 26.246
H -11.432 2.651 20.125
O -5.641 -0.193 21.377
H -4.454 6.032 23.823
H -8.908 -2.639 21.958
H -11.940 4.391 20.064
H -3.796 2.032 20.679
H -13.101 -1.105 22.852
H -15.488 6.637 24.844
C -14.521 6.698 25.347
*
```

Computed properties:
HOMO-LUMO gap = 9.82 eV
SMILES string = COC(=O)OC.COC(=O)OC.COC(=O)OC.COC(=O)OC.COC(=O)OC.CC(C)=O.CC(C)=O.CC(C)=O.CC(C)=O
E = -2490.6486 hartree
Energy above the lowest of the compared OMol25 structures with the same formula, charge and spin = 84.9 kJ/mol
HOMO energy = -9.76 eV
E_LUMO = 0.1 eV

Atomic partial charges in e from the Mulliken method, atoms 1 to 4: C -0.517; O -0.594; H 0.168; H 0.425

=====

No. 3
Computed, not measured: a structure of composition C27H55AlClN2O5S2, with ωB97M-V/def2-TZVPD.

Geometry as ORCA input:
```
! RIJCOSX wB97M-V def2-TZVPD def2/J DEFGRID3
* xyz -1 1
H 5.495 -8.004 2.871
H -3.723 3.959 -4.368
C 5.380 2.191 1.213
H 2.351 1.421 0.859
C 3.677 -8.079 4.944
Cl -6.618 2.085 -4.637
C -0.188 -3.093 2.654
H -4.200 -0.756 -0.922
H 0.178 -2.170 2.205
C 4.482 -8.391 2.744
N -6.987 3.824 -0.892
H 1.655 -1.141 3.413
H -0.060 4.752 -7.403
S -2.486 1.962 3.275
H -4.092 2.342 -3.816
H -6.115 0.822 -1.603
H -2.423 4.697 -9.336
H -5.855 0.721 0.130
H 4.325 2.288 -0.711
C -1.867 5.814 -6.874
N -0.471 0.410 2.387
C 0.416 -5.013 3.901
O -2.748 4.750 -6.531
H -7.580 3.509 -0.129
H -2.448 6.643 -7.295
H 4.547 -7.723 5.506
H -1.102 -3.383 2.125
H -1.964 0.702 -0.691
H 3.854 -6.327 2.329
C 7.209 1.266 0.039
C -1.773 4.209 -8.607
H -1.375 6.165 -5.966
H -4.008 4.893 -2.130
H 4.817 1.279 1.421
H 8.234 1.444 -0.291
H 1.679 -0.224 1.014
C -4.095 0.332 -1.066
H -7.004 4.840 -0.846
O 3.169 -7.016 4.141
H 0.881 -3.519 5.406
H -3.061 1.837 0.139
H 7.046 0.184 0.096
C -1.859 0.777 2.381
Al -5.250 3.100 -0.735
H 4.851 -9.834 4.370
H -3.020 3.461 -1.983
H 3.196 -9.813 3.747
H 2.552 -7.525 2.238
H -0.117 1.464 0.595
H 7.130 1.318 2.225
H 0.023 1.312 4.249
H 2.905 -8.377 5.656
C 0.013 -3.889 4.847
H 1.843 -3.830 2.790
H -5.896 4.283 -4.934
H -1.207 3.432 -9.120
C 0.328 1.341 1.584
C 0.110 0.346 3.732
C 0.832 -4.225 2.661
C -4.046 3.794 -2.205
H 0.365 2.319 2.090
H 0.809 -4.810 1.741
H 5.447 3.628 -0.418
C -2.927 0.801 -0.183
H -2.073 2.844 -6.939
C -4.347 3.396 -3.664
C 1.572 -0.072 3.660
C 6.878 1.938 1.366
H 4.447 -8.964 1.818
H -3.797 0.455 -2.114
H 7.416 2.885 1.457
O -0.499 -2.839 4.029
C -5.807 3.609 -4.082
H -0.757 -4.182 5.563
H -4.558 3.554 0.699
H 1.208 -5.643 4.302
O 2.348 0.694 2.748
C 5.282 2.556 -0.263
H -3.583 3.314 -7.736
C -5.405 1.084 -0.806
S -2.877 -0.244 1.320
H -6.423 3.964 -3.256
C 1.728 0.772 1.479
H -0.427 -0.409 4.312
H 2.022 0.083 4.643
C 4.064 -9.192 3.977
H 4.998 2.973 1.866
C -2.594 3.665 -7.443
C -0.896 5.244 -7.903
O 6.318 1.825 -0.925
C 3.472 -7.251 2.765
H -0.495 6.007 -8.570
H -0.448 -5.642 3.673
*
```

Computed properties:
HOMO-LUMO gap = 6.30 eV
E = -3046.4475 hartree
Energy above the lowest of the compared OMol25 structures with the same formula, charge and spin = 0.0 kJ/mol
HOMO energy = -4.36 eV
E_LUMO = 1.9 eV

Atomic partial charges in e from the Mulliken method, atoms 1 to 4: H 0.266; H -0.018; C -0.220; H 0.133

=====

No. 4
Computed, not measured: a structure of composition C27H55AsIN3ORuSi3, with ωB97M-V/def2-TZVPD.

Geometry as ORCA input:
```
! RIJCOSX wB97M-V def2-TZVPD def2/J DEFGRID3
* xyz 3 6
H 1.437 2.649 -3.983
Si 2.397 -1.667 5.166
N 1.709 3.819 2.326
H -2.497 1.691 2.584
C 3.252 1.881 2.201
H 4.989 -2.197 1.891
H 2.842 -4.179 1.525
C 1.651 -3.320 4.979
H -2.427 -2.139 -2.971
H 4.156 -0.839 6.593
Si 3.794 0.706 -1.623
H 5.963 -3.342 0.972
H 1.121 -0.070 3.752
H -3.151 2.506 0.886
H 4.038 2.427 1.678
C 5.341 -2.445 0.887
H 0.422 -0.277 5.352
C 1.931 2.532 2.004
H -0.806 -1.489 -3.153
C 0.362 2.481 -3.925
H 2.319 2.563 -0.710
C -1.452 -1.259 1.268
H 4.631 -2.401 5.883
Ru 0.309 0.271 0.123
H 0.142 -3.382 0.905
As 2.548 -0.831 -0.229
H -3.926 0.080 -2.544
C -2.322 -0.099 -1.144
O 0.326 1.305 -1.825
H -0.814 4.191 -2.431
H 2.267 -4.103 5.419
C 2.942 -4.256 0.439
C -1.460 -2.045 -2.477
H 5.980 -1.637 0.538
H 5.778 0.735 -0.102
N 0.814 1.992 1.521
I -0.059 0.811 -5.158
C -3.450 1.780 0.131
H 4.685 -0.896 4.926
H -2.336 0.094 -3.292
C 5.595 0.562 -1.164
H 1.952 -4.363 0.005
H 5.170 -2.423 -2.371
H 0.183 -3.318 -0.843
C 3.459 0.175 -3.376
C -2.896 0.431 -2.426
C 3.231 2.474 -1.298
H 1.873 0.726 5.152
H -1.160 2.819 1.262
C 4.128 -1.455 5.686
N -0.587 3.365 -1.900
C -0.142 3.000 1.559
C 0.403 4.138 2.051
H -2.927 1.517 -2.457
H 3.225 0.864 1.816
H 3.560 -3.077 -2.711
H 2.396 4.448 2.715
H -3.527 2.297 -0.819
H 0.649 -3.348 5.414
H -0.007 5.114 2.242
H -1.078 -3.053 2.421
C -2.557 0.568 0.077
H 6.142 1.332 -1.718
H -1.196 -4.049 -0.031
H 4.065 -0.687 -3.656
Si 3.915 -2.827 -0.257
H 3.516 1.861 3.260
C -0.472 -3.232 0.021
H 1.532 -3.533 3.908
H -1.827 0.297 3.407
H 3.487 -5.181 0.231
H 2.411 -0.079 -3.538
H -0.536 -1.579 3.227
H -4.462 1.470 0.405
H 4.832 -4.127 -2.092
C -1.303 -2.003 2.575
H 3.718 0.990 -4.058
C 4.407 -3.121 -2.026
H -0.752 3.376 -0.905
H -3.503 0.292 2.878
H -1.062 -3.047 -2.365
H -2.243 -1.956 3.126
H -0.147 3.333 -4.367
C -2.106 -0.007 1.283
C -1.620 -1.325 -1.167
C 1.374 -0.184 4.818
C -2.491 0.606 2.604
H 4.023 3.027 -0.790
H 3.061 2.981 -2.251
C -1.164 -1.896 0.037
C 0.008 2.325 -2.471
H 6.031 -0.398 -1.441
*
```

Computed properties:
⟨S²⟩ = 8.766
HOMO-LUMO gap (spin up / spin down) = 6.20 / 7.12 eV
E = -4797.3184 hartree
HOMO energy (spin up / spin down) = -15.23 / -16.20 eV
E_LUMO (spin up / spin down) = -9.0 / -9.1 eV

Atomic partial charges in e from the Mulliken method, atoms 1 to 4: H 0.234; Si 0.353; N 0.121; H 0.456